(1)
# C17H16BrF3N4O

C17H16BrF3N4O in the gas phase at a distorted geometry (the ωB97M-V functional and the def2-TZVPD basis, OMol25).

Cartesian coordinates (Å):
O1 4.051 -0.749 -0.110
C1 3.308 0.123 -0.536
N1 3.508 1.378 -0.013
C2 2.507 2.348 0.027
C3 1.730 2.670 -1.119
C4 0.632 3.544 -1.010
C5 0.334 4.150 0.218
C6 1.165 3.886 1.350
C7 2.216 2.968 1.265
Br1 3.060 2.324 2.871
N2 2.191 -0.155 -1.288
C8 1.792 -1.511 -1.511
C9 0.707 -1.538 -2.592
C10 -0.559 -1.213 -1.826
N3 -0.286 -1.649 -0.475
C11 -1.260 -1.639 0.522
C12 -1.060 -2.236 1.759
C13 -2.087 -2.338 2.650
C14 -3.330 -1.799 2.294
C15 -3.480 -1.181 1.012
C16 -4.817 -0.512 0.536
F1 -5.788 -1.462 0.399
F2 -5.239 0.441 1.400
F3 -4.605 0.025 -0.720
N4 -2.428 -1.153 0.171
C17 1.100 -2.096 -0.282
H1 4.176 1.337 0.769
H2 1.999 2.213 -2.095
H3 0.059 3.798 -1.861
H4 -0.496 4.845 0.340
H5 0.956 4.414 2.299
H6 1.408 0.489 -1.158
H7 2.667 -2.074 -1.756
H8 0.902 -0.848 -3.393
H9 0.659 -2.548 -3.052
H10 -0.716 -0.126 -1.786
H11 -1.418 -1.706 -2.258
H12 -0.130 -2.745 2.000
H13 -1.892 -2.844 3.615
H14 -4.171 -1.898 2.964
H15 1.509 -1.754 0.668
H16 1.123 -3.180 -0.285

Results
* energy above the lowest of the compared OMol25 structures with the same formula, charge and spin: 0.0000 eV
* structure (SMILES): O=C(Nc1ccccc1Br)N[C@@H]1CCN(c2cccc(C(F)(F)F)n2)C1
* frontier orbital gap: 8.702 eV

(2)
# C30H28BiN2Si

A molecular structure, C30H28BiN2Si at a distorted geometry (the ωB97M-V functional and the def2-TZVPD basis, OMol25).

Cartesian coordinates (Å):
C1 0.750 2.942 2.622
C2 1.072 3.644 1.419
C3 -0.114 3.769 0.653
H1 2.048 4.090 1.202
C4 -1.182 3.166 1.344
C5 -0.675 2.596 2.556
H2 -1.272 2.253 3.409
H3 1.368 2.859 3.524
H4 -0.197 4.334 -0.291
H5 -2.238 3.205 1.068
Bi1 0.581 0.539 1.667
C6 -0.708 0.245 -0.275
H6 -1.537 0.952 -0.392
H7 -1.009 -0.788 -0.417
H8 0.118 0.551 -0.931
Si1 -0.332 -0.714 -3.579
C7 1.295 -0.652 -4.463
C8 2.017 0.547 -4.344
H9 1.571 1.403 -3.837
C9 3.310 0.647 -4.859
H10 3.865 1.573 -4.729
C10 3.885 -0.440 -5.518
H11 4.901 -0.367 -5.908
C11 3.162 -1.632 -5.663
H12 3.618 -2.487 -6.171
C12 1.866 -1.742 -5.145
H13 1.297 -2.670 -5.258
C13 -1.444 0.574 -4.342
C14 -1.242 1.099 -5.636
H14 -0.463 0.686 -6.283
C15 -2.011 2.176 -6.091
H15 -1.806 2.616 -7.069
C16 -3.029 2.702 -5.285
H16 -3.607 3.560 -5.629
C17 -3.294 2.123 -4.040
H17 -4.089 2.527 -3.412
C18 -2.537 1.040 -3.590
H18 -2.775 0.565 -2.638
H19 0.030 -0.750 -2.171
H20 -1.046 -2.030 -3.533
C19 -0.004 -4.104 1.796
C20 0.100 -2.748 1.475
N1 0.092 -1.792 2.422
C21 -0.010 -2.167 3.738
C22 -0.099 -3.530 4.120
C23 -0.103 -4.510 3.110
C24 -0.151 -3.871 5.504
C25 -0.131 -2.911 6.482
C26 -0.055 -1.525 6.149
C27 -0.029 -0.512 7.128
C28 0.063 0.809 6.741
C29 0.148 1.096 5.374
N2 0.158 0.157 4.415
C30 0.019 -1.153 4.774
H21 0.001 -4.809 0.977
H22 0.190 -2.386 0.447
H23 -0.169 -5.565 3.394
H24 -0.197 -4.933 5.766
H25 -0.170 -3.186 7.536
H26 -0.077 -0.821 8.162
H27 0.074 1.617 7.459
H28 0.202 2.134 5.067

Results
* total charge: +1
* energy above the lowest of the compared OMol25 structures with the same formula, charge and spin: 0.0000 eV
* frontier orbital gap: 6.769 eV

(3)
# C20H39N6OSbTi

A molecular structure, C20H39N6OSbTi (the ωB97M-V functional and the def2-TZVPD basis, OMol25).

Cartesian coordinates (Å):
Ti1 0.771 0.301 0.097
C1 1.324 1.213 2.880
C2 1.775 2.472 2.153
N1 1.290 2.456 0.747
C3 2.288 2.959 -0.224
C4 3.274 1.874 -0.574
C5 4.613 2.114 -0.824
C6 5.432 1.043 -1.157
C7 4.897 -0.237 -1.196
C8 3.551 -0.403 -0.924
C9 2.861 -1.745 -0.942
N2 1.775 -1.770 0.058
C10 2.228 -2.154 1.419
C11 1.556 -1.285 2.474
N3 1.801 0.097 2.065
N4 2.753 0.639 -0.645
H1 0.232 1.167 2.939
H2 1.709 1.206 3.904
H3 2.868 2.492 2.141
H4 1.450 3.368 2.683
H5 0.478 3.062 0.688
H6 2.812 3.845 0.143
H7 1.762 3.249 -1.137
H8 5.015 3.116 -0.754
H9 6.482 1.203 -1.362
H10 5.520 -1.092 -1.425
H11 3.589 -2.544 -0.784
H12 2.427 -1.899 -1.933
H13 1.079 -2.440 -0.250
H14 3.309 -2.002 1.482
H15 2.047 -3.210 1.622
H16 1.958 -1.526 3.463
H17 0.478 -1.463 2.493
H18 2.808 0.205 1.957
C12 -1.151 3.562 -2.878
Sb1 -1.212 1.778 -1.709
C13 -2.210 2.615 0.005
C14 -2.893 0.837 -2.641
H19 -2.138 4.022 -2.889
H20 -0.847 3.337 -3.899
H21 -0.439 4.267 -2.448
H22 -3.285 2.630 -0.164
H23 -1.885 3.648 0.148
H24 -2.004 2.038 0.907
H25 -3.810 1.158 -2.149
H26 -2.817 -0.247 -2.585
H27 -2.932 1.139 -3.686
C15 -3.025 -0.377 2.124
N5 -3.061 -1.369 1.061
C16 -4.295 -2.144 0.931
C17 -3.980 -3.524 0.399
C18 -3.236 -3.372 -0.910
N6 -2.113 -2.445 -0.772
C19 -1.174 -2.471 -1.882
C20 -2.041 -1.502 0.196
O1 -1.026 -0.754 0.293
H28 -3.213 -0.852 3.087
H29 -3.789 0.386 1.962
H30 -2.051 0.099 2.148
H31 -4.993 -1.625 0.268
H32 -4.756 -2.200 1.916
H33 -4.897 -4.088 0.239
H34 -3.372 -4.072 1.122
H35 -3.911 -3.015 -1.695
H36 -2.834 -4.331 -1.238
H37 -1.703 -2.316 -2.825
H38 -0.683 -3.445 -1.937
H39 -0.433 -1.685 -1.776

Results
* total charge: +2
* energy above the lowest of the compared OMol25 structures with the same formula, charge and spin: 0.2433 eV
* 2S+1: 3
* frontier orbital gap (alpha / beta): 7.198 / 8.954 eV

(4)
# C21H28F3O4Os

A molecular structure, C21H28F3O4Os at a distorted geometry (the ωB97M-V functional and the def2-TZVPD basis, OMol25).

Cartesian coordinates (Å):
O1 1.602 -0.715 -1.465
C1 0.915 0.367 -2.182
C2 0.882 -0.573 -3.420
H1 1.517 1.265 -2.198
H2 -0.059 0.585 -1.674
C3 1.280 -1.737 -2.473
H3 1.718 -0.357 -4.093
H4 -0.082 -0.636 -3.970
C4 2.528 -2.595 -2.704
H5 3.491 -2.048 -2.596
H6 2.540 -3.081 -3.697
H7 2.523 -3.426 -1.981
C5 0.098 -2.584 -1.930
H8 -0.620 -1.951 -1.387
H9 0.523 -3.324 -1.218
H10 -0.476 -3.146 -2.666
Os1 -2.652 -0.416 1.233
C6 -4.643 -0.708 0.440
C7 -4.594 0.620 0.915
C8 -3.526 1.280 0.239
H11 -5.272 1.069 1.640
C9 -2.953 0.371 -0.695
C10 -3.633 -0.860 -0.559
H12 -3.433 -1.756 -1.135
H13 -5.350 -1.474 0.763
H14 -3.255 2.324 0.352
H15 -2.126 0.569 -1.375
C11 -3.225 -2.133 2.872
C12 -2.979 -2.494 1.509
C13 -1.604 -2.212 1.195
H16 -3.658 -3.073 0.880
C14 -1.024 -1.647 2.381
C15 -2.011 -1.657 3.416
H17 -1.829 -1.349 4.444
H18 -4.159 -2.264 3.430
H19 -1.053 -2.438 0.285
H20 -0.002 -1.303 2.484
O2 2.929 1.197 -0.313
C16 3.926 0.930 -1.364
C17 5.029 1.997 -1.408
H21 3.446 0.954 -2.377
H22 4.365 -0.084 -1.225
C18 4.501 3.097 -0.469
H23 5.204 2.355 -2.433
H24 5.974 1.565 -1.061
C19 3.263 2.506 0.266
H25 4.171 3.962 -1.053
H26 5.280 3.475 0.201
H27 2.349 3.103 0.104
H28 3.476 2.447 1.368
F1 -1.708 3.080 4.988
C20 -1.027 2.735 3.868
F2 -0.859 3.845 3.097
F3 0.208 2.287 4.233
C21 -1.793 1.626 3.054
O3 -2.861 1.150 3.517
O4 -1.270 1.281 1.946

Results
* total charge: +1
* energy above the lowest of the compared OMol25 structures with the same formula, charge and spin: 0.0000 eV
* 2S+1: 5
* frontier orbital gap (alpha / beta): 6.521 / 4.805 eV

(5)
# CH5NP2

A molecular structure, CH5NP2 at a distorted geometry (the ωB97M-V functional and the def2-TZVPD basis, OMol25).

Cartesian coordinates (Å):
C1 0.408 -0.194 -0.366
N1 1.187 -0.586 -1.226
P1 -1.449 -0.572 -0.460
P2 0.777 1.663 1.007
H1 2.192 -0.346 -1.228
H2 -1.836 -1.497 0.462
H3 -1.254 -1.629 -1.395
H4 -0.625 2.048 0.905
H5 0.600 1.112 2.299

Results
* energy above the lowest of the compared OMol25 structures with the same formula, charge and spin: 1.8354 eV
* frontier orbital gap: 8.836 eV

(6)
# C5H10NO2

A molecular structure, C5H10NO2 at a distorted geometry (the ωB97M-V functional and the def2-TZVPD basis, OMol25).

Cartesian coordinates (Å):
C1 -2.162 0.975 -0.614
N1 -1.840 -0.052 0.292
C2 1.938 0.615 0.244
C3 0.565 0.355 0.932
C4 -0.125 -0.653 0.016
C5 0.731 -2.040 -0.011
O1 0.677 -2.699 -1.074
O2 1.142 -2.268 1.127
H1 -1.379 1.800 -0.714
H2 -3.110 1.340 -0.269
H3 -2.324 0.546 -1.654
H4 -1.247 -0.995 -0.141
H5 2.090 1.690 0.426
H6 1.828 0.489 -0.933
H7 2.830 0.064 0.558
H8 0.528 -0.030 1.995
H9 -0.125 1.222 0.859
H10 -0.015 -0.360 -1.036

Results
* total charge: -1
* energy above the lowest of the compared OMol25 structures with the same formula, charge and spin: 5.4421 eV
* frontier orbital gap: 8.239 eV

(7)
# C14H16N2S2Si2V

A molecular structure, C14H16N2S2Si2V (the ωB97M-V functional and the def2-TZVPD basis, OMol25).

Cartesian coordinates (Å):
V1 -0.267 -1.082 -1.287
S1 -1.616 -1.144 -3.303
C1 -1.397 -2.765 -3.901
C2 -2.065 -3.105 -5.125
N1 -2.614 -3.349 -6.111
C3 -0.637 -3.706 -3.268
S2 0.214 -3.410 -1.777
C4 -0.519 -5.019 -3.836
N2 -0.406 -6.082 -4.269
C5 2.951 -0.948 0.875
Si1 1.030 -0.913 0.931
C6 0.672 -2.194 2.316
C7 0.702 0.769 1.817
C8 1.242 1.076 3.072
C9 1.018 2.296 3.691
C10 0.237 3.253 3.049
C11 -0.301 2.965 1.804
C12 -0.087 1.736 1.168
Si2 -0.804 1.334 -0.578
C13 -2.641 1.867 -0.409
C14 -0.090 2.778 -1.626
H1 3.382 -0.790 1.871
H2 3.346 -0.173 0.213
H3 3.302 -1.912 0.497
H4 1.253 -1.985 3.224
H5 0.921 -3.200 1.970
H6 -0.388 -2.196 2.584
H7 1.856 0.339 3.584
H8 1.448 2.505 4.666
H9 0.053 4.214 3.518
H10 -0.906 3.723 1.312
H11 -2.734 2.902 -0.057
H12 -3.175 1.220 0.291
H13 -3.146 1.784 -1.375
H14 -0.323 3.751 -1.177
H15 -0.507 2.756 -2.636
H16 0.997 2.705 -1.719

Results
* total charge: -2
* energy above the lowest of the compared OMol25 structures with the same formula, charge and spin: 0.0946 eV
* 2S+1: 2
* frontier orbital gap (alpha / beta): 6.179 / 5.525 eV

(8)
# C44H54BeIN2O2SbSi

A molecular structure, C44H54BeIN2O2SbSi (the ωB97M-V functional and the def2-TZVPD basis, OMol25).

Cartesian coordinates (Å):
Be1 1.065 -0.864 0.580
C1 1.405 2.913 2.754
C2 2.552 1.946 2.698
N1 3.715 2.317 3.179
C3 4.769 1.470 3.137
C4 4.680 0.186 2.680
C5 5.890 -0.716 2.688
O1 5.975 -1.562 1.545
C6 3.436 -0.245 2.175
C7 3.181 -1.639 1.891
N2 2.136 -2.044 1.259
C8 1.839 -3.436 1.230
C9 2.818 -4.416 1.097
C10 2.464 -5.755 1.091
C11 1.132 -6.132 1.212
C12 0.147 -5.162 1.334
C13 0.511 -3.825 1.333
I1 -0.932 -2.315 1.518
C14 2.366 0.662 2.099
O2 1.232 0.377 1.514
H1 1.740 3.905 2.451
H2 1.028 2.986 3.777
H3 0.594 2.584 2.111
H4 5.714 1.866 3.493
H5 5.869 -1.386 3.549
H6 6.786 -0.099 2.787
H7 6.102 -1.018 0.759
H8 3.857 -2.377 2.312
H9 3.849 -4.117 0.948
H10 3.233 -6.507 0.972
H11 0.855 -7.178 1.207
H12 -0.894 -5.444 1.420
C15 -2.431 3.050 -1.283
C16 -3.058 3.082 0.112
C17 -2.154 3.923 1.014
C18 -4.438 3.737 0.039
Sb1 -2.933 0.994 0.844
C19 -4.598 -0.100 -0.168
C20 -5.534 0.794 -0.973
C21 -3.888 -1.060 -1.121
C22 -5.432 -0.920 0.811
C23 -3.484 1.188 2.984
C24 -4.632 2.151 3.272
C25 -2.193 1.678 3.654
C26 -3.805 -0.177 3.592
H13 -2.387 4.071 -1.686
H14 -3.013 2.444 -1.986
H15 -1.409 2.662 -1.260
H16 -2.006 4.906 0.549
H17 -1.168 3.474 1.147
H18 -2.592 4.094 1.997
H19 -4.303 4.807 -0.169
H20 -5.001 3.654 0.967
H21 -5.044 3.331 -0.765
H22 -5.002 1.392 -1.715
H23 -6.112 1.463 -0.335
H24 -6.247 0.160 -1.520
H25 -3.276 -0.541 -1.860
H26 -4.637 -1.651 -1.667
H27 -3.238 -1.760 -0.591
H28 -6.009 -0.292 1.493
H29 -4.823 -1.609 1.399
H30 -6.146 -1.528 0.238
H31 -4.385 3.178 3.005
H32 -4.859 2.141 4.347
H33 -5.546 1.871 2.741
H34 -1.856 2.642 3.278
H35 -1.374 0.965 3.514
H36 -2.363 1.784 4.734
H37 -4.804 -0.522 3.345
H38 -3.748 -0.095 4.685
H39 -3.090 -0.949 3.292
C27 -1.839 -0.677 -5.159
C28 -0.880 -1.678 -5.088
C29 0.048 -1.691 -4.052
C30 0.042 -0.711 -3.056
C31 -0.949 0.275 -3.140
C32 -1.873 0.306 -4.176
Si1 1.344 -0.606 -1.666
C33 2.672 -1.864 -2.231
C34 3.832 -1.491 -2.923
C35 4.735 -2.441 -3.389
C36 4.499 -3.795 -3.181
C37 3.351 -4.192 -2.508
C38 2.458 -3.234 -2.040
C39 2.196 1.089 -1.954
C40 3.225 1.460 -1.077
C41 3.907 2.664 -1.195
C42 3.572 3.548 -2.213
C43 2.573 3.199 -3.111
C44 1.899 1.987 -2.984
H40 -2.552 -0.658 -5.975
H41 -0.849 -2.450 -5.848
H42 0.795 -2.477 -4.031
H43 -0.991 1.046 -2.376
H44 -2.621 1.090 -4.214
H45 4.033 -0.440 -3.100
H46 5.623 -2.124 -3.924
H47 5.200 -4.535 -3.547
H48 3.151 -5.245 -2.347
H49 1.554 -3.568 -1.535
H50 3.519 0.780 -0.286
H51 4.689 2.915 -0.488
H52 4.092 4.493 -2.310
H53 2.313 3.874 -3.919
H54 1.136 1.740 -3.714

Results
* energy above the lowest of the compared OMol25 structures with the same formula, charge and spin: 0.0143 eV
* frontier orbital gap: 6.842 eV

(9)
# C27H18BeCl3N3O2S

A molecular structure, C27H18BeCl3N3O2S (the ωB97M-V functional and the def2-TZVPD basis, OMol25).

Cartesian coordinates (Å):
Be1 0.480 -0.463 -0.361
O1 0.401 -2.606 1.780
S1 0.666 -1.345 2.400
O2 -0.283 -0.794 3.329
N1 0.941 -0.285 1.186
C1 1.033 1.093 1.465
C2 1.209 1.750 2.655
C3 1.268 3.164 2.679
C4 1.158 3.923 1.549
C5 0.961 3.277 0.305
C6 0.809 3.924 -0.940
C7 0.589 3.193 -2.078
C8 0.512 1.796 -1.994
N2 0.662 1.165 -0.849
C9 0.894 1.880 0.291
C10 2.220 -1.431 3.240
C11 2.218 -1.520 4.625
C12 3.427 -1.637 5.294
C13 4.617 -1.658 4.580
C14 4.607 -1.563 3.195
C15 3.404 -1.453 2.515
H1 1.281 1.197 3.580
H2 1.402 3.654 3.635
H3 1.203 5.003 1.591
H4 0.864 5.005 -0.984
H5 0.467 3.671 -3.039
H6 0.318 1.183 -2.866
H7 1.278 -1.492 5.158
H8 3.440 -1.709 6.374
H9 5.559 -1.748 5.106
H10 5.538 -1.575 2.643
H11 3.379 -1.390 1.436
Cl1 -0.378 -5.175 -0.993
C16 -0.815 -3.760 -1.965
Cl2 -0.319 -4.005 -3.664
Cl3 -2.638 -3.681 -1.936
C17 0.025 -2.618 -1.473
N3 -0.466 -1.438 -1.230
C18 -3.312 0.423 -5.061
C19 -2.026 -0.157 -4.994
C20 -1.528 -0.597 -3.800
C21 -2.294 -0.481 -2.613
C22 -1.815 -0.919 -1.347
C23 -2.539 -0.703 -0.211
C24 -3.824 -0.123 -0.286
C25 -4.338 0.258 -1.489
C26 -3.578 0.108 -2.677
C27 -4.067 0.548 -3.932
H12 -3.692 0.774 -6.012
H13 -1.438 -0.263 -5.897
H14 -0.546 -1.046 -3.753
H15 -2.152 -1.038 0.745
H16 -4.400 0.003 0.621
H17 -5.330 0.690 -1.553
H18 -5.054 0.992 -3.978

Results
* frontier orbital gap: 6.714 eV